# 1
C18H26N2O2 | ωB97M-V with the def2-TZVPD basis set

```
! wB97M-V def2-TZVPD RIJCOSX def2/J DEFGRID3
* xyz 0 1
C 3.90 -2.34 -3.91
C 3.76 -3.49 -4.70
C 3.37 -4.63 -4.03
N 2.91 -4.64 -2.79
C 2.90 -3.48 -2.05
C 3.42 -2.31 -2.60
H 4.31 -1.41 -4.28
H 4.10 -3.55 -5.72
H 3.43 -5.61 -4.48
H 2.51 -3.47 -1.04
H 3.34 -1.45 -1.94
C -0.77 0.72 -5.48
C -1.56 1.86 -5.41
C -2.32 2.26 -6.51
N -2.43 1.49 -7.57
C -1.81 0.31 -7.61
C -0.87 -0.03 -6.61
H -0.18 0.44 -4.62
H -1.62 2.46 -4.51
H -2.81 3.23 -6.56
H -1.96 -0.24 -8.53
H -0.21 -0.88 -6.78
C -1.79 2.17 0.27
C -1.63 0.91 1.08
C -0.13 0.82 1.37
O 0.41 1.49 0.29
C -0.37 2.58 -0.02
H -2.33 2.94 0.81
H -2.41 1.96 -0.60
H -2.05 0.01 0.63
H -2.27 1.05 1.95
H 0.18 -0.19 1.63
H 0.01 1.46 2.24
H -0.05 2.86 -1.03
H -0.13 3.48 0.56
C 0.36 0.53 7.79
C -0.44 -0.78 7.47
C -1.69 -0.34 6.91
O -2.02 0.86 7.58
C -0.86 1.51 8.12
H 0.90 0.84 6.89
H 0.98 0.55 8.68
H -0.56 -1.33 8.40
H 0.06 -1.44 6.76
H -2.43 -1.10 7.14
H -1.65 -0.27 5.82
H -0.80 1.64 9.20
H -0.67 2.53 7.79
*
```

Output
Structure (SMILES) = c1ccncc1.c1ccncc1.C1CCOC1.C1CCOC1
Frontier orbital gap = 10.05 eV
HOMO level = -9.58 eV
Energy above the lowest of the compared OMol25 structures with the same formula, charge and spin = 514.1 kJ/mol

---

# 2
C47H75BCl8F7NO12 | ωB97M-V with the def2-TZVPD basis set

```
! wB97M-V def2-TZVPD RIJCOSX def2/J DEFGRID3
* xyz -1 2
C 3.21 -3.13 -2.06
C 2.09 -2.83 -1.12
C 1.97 -1.33 -0.94
N 0.77 -0.87 -0.02
C 0.81 0.67 -0.17
C -0.44 1.29 0.50
C -1.76 0.74 -0.10
C -1.78 -0.82 0.07
C -0.57 -1.48 -0.51
C 0.99 -1.32 1.47
H 4.15 -2.68 -1.72
H 3.06 -2.65 -3.02
H 3.41 -4.19 -2.19
H 2.31 -3.34 -0.18
H 1.14 -3.29 -1.40
H 1.69 -0.85 -1.88
H 2.84 -0.90 -0.44
H 0.79 1.00 -1.21
H 1.62 1.11 0.41
H -0.53 2.38 0.44
H -0.44 1.06 1.57
H -1.89 1.03 -1.14
H -2.63 1.19 0.38
H -2.76 -1.16 -0.24
H -1.90 -0.99 1.14
H -0.55 -1.28 -1.59
H -0.63 -2.55 -0.33
H 1.29 -2.37 1.47
H 0.07 -1.23 2.04
H 1.83 -0.68 1.76
B 4.26 0.83 -2.55
F 5.35 1.59 -2.73
F 3.47 1.45 -1.60
F 3.71 0.62 -3.76
F 4.74 -0.35 -2.02
C -0.90 5.55 -2.16
Cl -0.82 3.90 -1.75
Cl 0.03 6.45 -0.92
H -0.28 5.77 -3.02
H -1.95 5.84 -2.22
C -3.93 -3.44 2.30
Cl -4.96 -2.68 1.08
Cl -4.37 -5.14 2.58
H -2.88 -3.29 2.03
H -4.01 -2.93 3.27
C -6.66 0.10 -0.45
Cl -5.32 0.51 0.69
Cl -6.03 0.57 -2.07
H -6.86 -0.97 -0.51
H -7.55 0.67 -0.20
C 1.06 1.96 -4.19
Cl -0.17 0.84 -3.66
Cl 0.41 3.52 -4.71
H 1.74 2.08 -3.34
H 1.58 1.46 -5.01
C -0.45 5.11 2.09
C -0.65 4.24 3.31
O 0.03 4.76 4.42
C -0.25 4.39 5.68
O -0.96 3.46 6.03
O 0.39 5.28 6.48
C 0.54 5.09 7.90
H -0.72 6.16 2.24
H -1.14 4.71 1.36
H 0.60 5.15 1.77
H -0.14 3.30 3.12
H -1.72 4.15 3.47
H -0.24 4.41 8.25
H 0.42 6.05 8.40
H 1.55 4.70 8.05
C -4.04 6.98 3.49
C -4.35 5.52 3.70
O -3.92 4.86 2.52
C -4.69 4.72 1.45
O -5.78 5.32 1.24
O -4.14 3.93 0.52
C -4.88 3.55 -0.67
H -3.01 7.08 3.14
H -4.23 7.55 4.41
H -4.64 7.35 2.66
H -5.41 5.29 3.81
H -3.71 5.07 4.46
H -5.89 3.20 -0.44
H -4.34 2.82 -1.26
H -5.08 4.45 -1.25
C 4.83 -0.12 4.67
C 3.94 -1.36 4.42
O 4.59 -2.46 3.82
C 4.82 -2.44 2.50
O 4.46 -1.57 1.67
O 5.44 -3.60 2.16
C 5.82 -3.87 0.80
H 4.23 0.62 5.20
H 5.32 0.25 3.77
H 5.62 -0.32 5.39
H 3.13 -1.07 3.76
H 3.50 -1.74 5.34
H 6.68 -4.54 0.84
H 6.20 -2.95 0.35
H 5.03 -4.34 0.23
C -2.48 -6.03 -1.01
C -1.79 -7.07 -0.06
O -0.41 -6.68 0.09
C -0.14 -5.50 0.75
O -0.92 -4.71 1.28
O 1.20 -5.38 1.05
C 2.16 -6.22 0.47
H -3.54 -6.18 -1.21
H -1.94 -5.94 -1.96
H -2.55 -5.00 -0.67
H -1.87 -8.07 -0.48
H -2.26 -7.19 0.91
H 3.17 -6.03 0.85
H 2.23 -6.24 -0.61
H 1.96 -7.24 0.80
F 3.47 6.00 2.97
C 3.54 4.76 2.45
C 2.78 3.69 2.95
C 2.93 2.42 2.42
C 3.75 2.26 1.29
C 4.44 3.36 0.76
C 4.28 4.61 1.32
H 2.15 3.79 3.83
H 2.50 1.56 2.90
H 3.90 1.26 0.89
H 4.87 3.26 -0.23
H 4.68 5.51 0.87
F 0.22 -4.63 -5.61
C 0.80 -3.47 -5.94
C 2.16 -3.30 -5.58
C 2.75 -2.11 -5.88
C 2.02 -1.09 -6.48
C 0.64 -1.19 -6.65
C 0.05 -2.46 -6.48
H 2.62 -4.06 -4.98
H 3.78 -1.97 -5.59
H 2.49 -0.13 -6.69
H 0.05 -0.38 -7.06
H -1.00 -2.65 -6.63
F -2.63 -0.93 -2.80
C -3.07 -1.98 -3.46
C -2.38 -3.16 -3.58
C -2.83 -4.15 -4.50
C -4.11 -4.04 -4.95
C -4.86 -2.91 -4.79
C -4.35 -1.84 -4.08
H -1.39 -3.29 -3.16
H -2.40 -5.14 -4.59
H -4.53 -4.95 -5.36
H -5.85 -2.90 -5.21
H -4.90 -0.93 -3.91
*
```

Output
<S²> = 0.7506
Frontier orbital gap (alpha / beta) = 1.84 / 8.96 eV
HOMO level (alpha / beta) = 0.11 / -7.04 eV

---

# 3
C14H11Cl5IrN2OS2Te | ωB97M-V with the def2-TZVPD basis set

```
! wB97M-V def2-TZVPD RIJCOSX def2/J DEFGRID3
* xyz 1 5
Ir -0.17 1.52 -0.54
Cl -2.11 -3.86 4.03
C -1.70 -2.89 2.68
C -1.12 -1.63 2.86
Cl -0.75 -1.07 4.44
C -0.82 -0.85 1.76
Cl -0.05 0.69 1.98
C -1.12 -1.23 0.43
O -0.89 -0.49 -0.61
C -1.65 -2.53 0.28
Cl -1.92 -3.08 -1.33
C -1.94 -3.34 1.37
Cl -2.59 -4.90 1.13
Te -1.43 3.64 0.43
C -1.90 4.73 -1.24
C -2.47 5.99 -1.27
C -2.76 6.42 -2.57
C -2.42 5.48 -3.52
S -1.75 4.08 -2.84
H -2.64 6.58 -0.38
H -3.21 7.37 -2.81
H -2.56 5.55 -4.59
S 1.99 1.06 -1.53
C 2.21 -0.43 -0.65
N 2.84 -0.43 0.51
C 3.04 -1.65 1.30
C 3.19 -2.81 0.34
C 1.95 -2.87 -0.54
N 1.76 -1.56 -1.17
H 3.19 0.45 0.84
H 2.18 -1.80 1.96
H 3.92 -1.52 1.92
H 3.34 -3.75 0.87
H 4.07 -2.64 -0.29
H 1.07 -3.13 0.05
H 2.06 -3.61 -1.33
H 1.18 -1.50 -1.99
*
```

Output
<S²> = 6.0253
Frontier orbital gap (alpha / beta) = 8.35 / 4.92 eV
HOMO level (alpha / beta) = -10.96 / -11.00 eV

---

# 4
C15H22B2BrF2NO11P | ωB97M-V with the def2-TZVPD basis set

```
! wB97M-V def2-TZVPD RIJCOSX def2/J DEFGRID3
* xyz -1 1
C -1.45 1.74 -4.19
C -2.53 1.16 -3.23
B -2.05 -0.23 -2.68
O -2.30 -1.37 -3.41
C -1.19 -0.39 -1.36
P 0.36 -1.30 -1.81
O 1.27 -1.56 -0.68
C -1.77 -1.39 -0.33
O -2.43 -2.35 -0.58
O -1.38 -1.02 0.90
C -1.12 0.41 0.96
N -2.30 1.08 1.43
C 0.08 0.56 1.89
C -0.21 0.43 3.37
O -1.05 1.03 3.96
Br 0.99 -0.73 4.31
C -0.88 0.86 -0.52
C 0.46 1.54 -0.85
C 0.49 3.00 -0.37
C 1.80 3.47 0.26
C 2.98 3.53 -0.69
O 3.43 2.28 -1.23
C 4.07 1.44 -0.39
O 4.54 0.41 -0.75
H -1.79 1.70 -5.23
H -0.50 1.20 -4.15
H -1.24 2.79 -3.97
H -3.47 1.05 -3.77
H -2.69 1.87 -2.42
H -2.27 -1.23 -4.36
H -0.12 -2.41 -2.51
H 0.95 -0.48 -2.80
H -2.52 0.80 2.38
H -3.09 0.81 0.85
H 0.81 -0.19 1.60
H 0.53 1.55 1.76
H -1.62 1.65 -0.66
H 0.55 1.53 -1.94
H 1.30 0.96 -0.45
H 0.32 3.67 -1.22
H -0.33 3.18 0.32
H 1.66 4.51 0.58
H 2.04 2.89 1.16
H 3.83 4.02 -0.21
H 2.72 4.12 -1.57
H 4.15 1.82 0.65
B 0.06 -4.48 2.73
O 0.79 -5.79 2.64
C 0.60 -6.50 3.72
O 1.05 -7.59 3.96
C -0.31 -5.68 4.67
O -0.69 -6.03 5.76
O -0.60 -4.54 4.08
F -0.89 -4.38 1.73
F 0.95 -3.42 2.68
*
```

Output
Frontier orbital gap = 7.60 eV
HOMO level = -5.96 eV

---

# 5
C38H57N21O18 | ωB97M-V with the def2-TZVPD basis set

```
! wB97M-V def2-TZVPD RIJCOSX def2/J DEFGRID3
* xyz 0 1
C 5.74 4.57 1.17
C 5.00 3.76 2.11
C 3.61 3.48 1.90
C 3.00 3.96 0.76
C 3.67 4.76 -0.20
C 5.04 5.04 0.00
N 1.62 3.55 0.51
O 1.11 2.71 1.20
O 0.98 4.18 -0.32
H 6.79 4.78 1.24
H 5.56 3.46 2.97
H 3.21 2.74 2.59
H 3.24 4.94 -1.21
H 5.58 5.62 -0.69
C -5.42 -1.65 -0.90
C -4.91 -0.53 -1.53
C -5.68 0.66 -1.67
C -7.02 0.63 -1.38
C -7.53 -0.49 -0.71
C -6.71 -1.62 -0.46
N -7.80 1.78 -1.74
O -8.91 1.86 -1.24
O -7.26 2.56 -2.48
H -4.82 -2.55 -0.84
H -3.87 -0.50 -1.88
H -5.22 1.54 -2.13
H -8.58 -0.63 -0.44
H -7.11 -2.48 0.07
C 7.01 0.61 1.23
C 5.72 0.49 1.89
C 5.01 -0.69 1.83
C 5.57 -1.83 1.23
C 6.84 -1.73 0.60
C 7.53 -0.49 0.58
N 4.77 -3.02 1.05
O 3.56 -3.02 1.25
O 5.27 -4.09 0.75
H 7.40 1.65 1.31
H 5.37 1.33 2.49
H 3.99 -0.67 2.20
H 7.32 -2.55 0.06
H 8.50 -0.42 0.12
C -2.50 2.38 -0.64
C -3.48 2.02 0.28
C -4.27 2.99 0.91
C -4.07 4.30 0.56
C -3.16 4.75 -0.38
C -2.39 3.76 -0.98
N -4.88 5.38 1.28
O -5.54 5.04 2.25
O -4.77 6.54 0.90
H -1.80 1.67 -1.10
H -3.64 0.97 0.55
H -4.95 2.69 1.70
H -3.00 5.82 -0.45
H -1.63 4.05 -1.70
C -1.47 -1.19 0.94
C -0.48 -0.43 1.46
C 0.76 -0.41 0.77
C 0.94 -1.07 -0.42
C -0.12 -1.75 -0.95
C -1.36 -1.85 -0.31
N 2.27 -1.08 -1.09
O 3.15 -0.35 -0.68
O 2.43 -1.83 -2.06
H -2.41 -1.32 1.52
H -0.61 0.00 2.47
H 1.50 0.26 1.19
H -0.02 -2.30 -1.90
H -2.17 -2.39 -0.83
C 0.44 -4.96 -3.05
O -0.56 -4.29 -3.05
N 1.67 -4.56 -2.61
N 0.54 -6.27 -3.30
H 2.40 -5.20 -2.43
H 1.81 -3.59 -2.40
H -0.32 -6.76 -3.10
H 1.43 -6.75 -3.30
C -0.28 -0.98 -5.54
O 0.34 0.02 -5.88
N 0.09 -2.24 -6.01
N -1.39 -1.17 -4.89
H -0.01 -3.03 -5.42
H 0.90 -2.35 -6.56
H -1.68 -2.11 -4.68
H -1.81 -0.42 -4.38
C 3.86 1.03 -5.45
O 4.93 1.56 -5.28
N 3.18 0.54 -4.43
N 3.34 0.79 -6.59
H 3.88 0.38 -3.72
H 2.44 -0.15 -4.56
H 2.37 0.47 -6.61
H 3.69 1.25 -7.39
C -4.25 -3.37 -3.39
O -3.57 -2.35 -3.46
N -3.77 -4.54 -2.99
N -5.54 -3.44 -3.76
H -4.11 -5.40 -3.39
H -2.74 -4.55 -3.13
H -5.99 -2.53 -3.78
H -5.98 -4.29 -3.42
C 1.96 -3.65 3.58
O 2.06 -2.85 4.47
N 0.92 -3.73 2.75
N 2.76 -4.78 3.46
H 0.95 -4.39 2.00
H 0.41 -2.91 2.46
H 3.15 -4.92 2.53
H 3.56 -4.64 4.07
C -3.66 -0.46 3.77
O -4.36 -1.47 3.73
N -3.97 0.69 3.27
N -2.53 -0.46 4.47
H -3.19 1.26 3.01
H -4.76 0.60 2.63
H -2.14 0.46 4.68
H -2.63 -1.10 5.24
C 3.25 0.63 4.76
O 3.41 1.85 4.86
N 2.16 0.16 4.08
N 4.19 -0.29 5.06
H 1.45 0.78 3.67
H 2.01 -0.83 4.01
H 3.94 -1.26 5.17
H 4.66 0.05 5.88
C -1.13 3.51 3.73
O -1.29 2.28 3.76
N -0.75 4.21 4.80
N -1.52 4.27 2.65
H -0.46 3.71 5.66
H -0.51 5.17 4.73
H -1.40 5.25 2.65
H -1.33 3.77 1.80
*
```

Output
Frontier orbital gap = 8.14 eV
HOMO level = -9.17 eV

---

# 6
C2H3GdO2 | ωB97M-V with the def2-TZVPD basis set

```
! wB97M-V def2-TZVPD RIJCOSX def2/J DEFGRID3
* xyz 3 9
H 2.04 2.08 1.42
C -0.12 0.65 1.28
O -0.21 -0.33 0.54
O 0.02 1.84 0.77
C 1.17 2.56 0.97
H 1.18 3.50 0.43
H 0.31 0.57 2.32
Gd -0.30 -1.00 -1.71
*
```

Output
<S²> = 20.4380
Frontier orbital gap (alpha / beta) = 4.98 / 5.96 eV
HOMO level (alpha / beta) = -20.97 / -25.91 eV
Energy above the lowest of the compared OMol25 structures with the same formula, charge and spin = 0.0 kJ/mol

---

Computed calculated total energy, in the same sequence as the records: -26159.8639 -195898.0486 -114131.3271 -126053.9204 -108471.1513 -27011.7737 eV.